{
  "formula": "C6H12N",
  "method": "wB97M-V/def2-TZVPD",
  "elements": ["N", "C", "C", "C", "C", "C", "C", "H", "H", "H", "H", "H", "H", "H", "H", "H", "H", "H", "H"],
  "coordinates": [[1.20, 2.11, 1.73], [0.32, -0.97, -2.60], [-0.27, -0.13, 0.32], [-2.12, -1.78, 0.11], [-0.24, -1.84, -1.52], [-0.93, -1.28, -0.41], [1.34, 2.96, 2.86], [-0.43, -0.32, -3.01], [-0.05, -0.40, 1.39], [0.78, -1.59, -3.42], [-2.64, -2.63, -0.34], [-0.87, 0.82, 0.35], [0.71, 0.10, -0.15], [-2.64, -1.36, 0.94], [1.83, 2.94, 1.47], [1.07, -0.28, -2.18], [1.29, 4.02, 2.59], [2.06, 2.54, 3.59], [-0.41, -2.91, -1.71]],
  "mulliken_charge": [-0.417, -0.985, -1.111, -0.852, -0.114, 0.968, -0.364, 0.350, 0.379, 0.326, 0.296, 0.339, 0.314, 0.327, 0.226, 0.375, 0.274, 0.291, 0.377],
  "lumo_energy_ev": -6.871,
  "energy_ha": -290.0708,
  "largest_force_ev_per_a": 5.05,
  "charge": 1,
  "orbital_gap_ev": 4.93,
  "homo_ev": -11.800
}